[1]
This record from OMol25 describes a molecular structure, C31H58F6HgO19S7. The level of theory is ωB97M-V/def2-TZVPD.

Last column: Löwdin charge in e.
Geometry (Å):
Hg -0.679 -3.870 -1.173  1.27
C -0.003 0.703 0.612  -0.78
F -0.741 0.587 1.664  0.17
F -0.698 1.170 -0.378  0.17
F 0.923 1.575 0.898  0.16
S 0.735 -0.918 0.170  0.46
O 1.502 -1.343 1.290  -0.27
O -0.409 -1.799 -0.073  -0.38
O 1.473 -0.592 -1.006  -0.28
C -4.019 -0.794 -1.714  -0.72
F -3.696 -0.587 -0.461  0.15
F -5.231 -0.393 -1.910  0.19
F -3.176 -0.090 -2.504  0.12
S -3.941 -2.556 -2.086  0.44
O -4.240 -2.624 -3.444  -0.24
O -2.517 -2.855 -1.772  -0.42
O -4.839 -3.095 -1.165  -0.24
C 5.520 -2.691 4.705  -0.02
C 4.555 -2.773 3.561  -0.51
O 4.681 -2.110 2.561  0.06
C 3.329 -3.609 3.766  -0.01
H 6.422 -2.173 4.388  0.08
H 5.801 -3.675 5.071  0.08
H 5.018 -2.102 5.479  0.09
H 3.494 -4.661 3.493  0.09
H 2.580 -3.275 3.043  0.07
H 2.966 -3.597 4.791  0.08
C 2.297 4.322 0.373  -0.01
C 3.563 5.093 -0.004  -0.47
O 4.688 4.719 0.321  0.05
C 3.428 6.319 -0.879  -0.02
H 1.794 4.935 1.156  0.11
H 2.523 3.370 0.813  0.05
H 1.575 4.259 -0.441  0.06
H 2.458 6.394 -1.356  0.05
H 4.227 6.300 -1.607  0.08
H 3.510 7.204 -0.235  0.09
C 3.885 1.042 5.383  -0.02
C 2.536 0.614 4.848  -0.54
O 1.714 0.191 5.575  0.09
C 2.296 0.719 3.388  -0.02
H 3.885 0.864 6.457  0.08
H 4.061 2.102 5.193  0.08
H 4.678 0.479 4.889  0.08
H 2.583 1.724 3.060  0.09
H 1.248 0.552 3.192  0.06
H 2.812 -0.017 2.768  0.07
C -0.938 0.285 -4.944  -0.20
C -1.809 -0.928 -5.380  -0.18
C -0.924 -2.182 -5.404  -0.19
S 0.354 -1.888 -4.184  0.71
O 1.654 -2.006 -4.820  -0.31
O 0.087 -2.690 -3.013  -0.41
C -0.046 -0.180 -3.813  -0.22
H -1.543 1.138 -4.644  0.10
H -0.380 0.645 -5.821  0.12
H -2.200 -0.769 -6.389  0.12
H -2.682 -1.061 -4.743  0.09
H -0.431 -2.316 -6.357  0.10
H -1.500 -3.053 -5.102  0.11
H 0.912 0.301 -3.620  0.11
H -0.568 -0.212 -2.853  0.09
C -4.593 1.659 2.966  -0.24
C -3.360 2.494 3.226  -0.22
C -3.121 3.269 1.948  -0.24
S -4.745 3.760 1.396  0.64
O -4.930 3.391 0.018  -0.32
O -4.994 5.103 1.791  -0.30
C -5.636 2.600 2.433  -0.23
H -4.956 1.183 3.886  0.12
H -4.395 0.834 2.284  0.11
H -2.453 1.946 3.514  0.11
H -3.532 3.145 4.096  0.13
H -2.718 2.634 1.154  0.09
H -2.493 4.155 1.984  0.10
H -6.333 2.104 1.758  0.10
H -6.210 3.123 3.188  0.11
C -3.710 -2.701 1.772  -0.22
C -2.921 -2.300 3.043  -0.18
C -1.737 -3.252 3.230  -0.19
S -2.052 -4.616 2.128  0.69
O -1.902 -5.869 2.771  -0.28
O -1.292 -4.363 0.922  -0.40
C -3.735 -4.214 1.752  -0.22
H -3.179 -2.373 0.872  0.08
H -4.697 -2.259 1.758  0.12
H -3.569 -2.321 3.912  0.12
H -2.545 -1.295 2.897  0.10
H -1.772 -3.693 4.226  0.11
H -0.740 -2.856 3.052  0.11
H -4.363 -4.652 2.545  0.12
H -4.024 -4.761 0.852  0.11
C 5.095 -3.301 -2.005  -0.23
C 4.422 -3.944 -3.177  -0.20
C 3.328 -4.875 -2.624  -0.20
S 2.970 -4.283 -0.990  0.69
O 3.513 -5.192 -0.050  -0.27
O 1.576 -3.896 -0.908  -0.40
C 3.999 -2.845 -1.083  -0.20
H 5.732 -2.454 -2.266  0.13
H 5.746 -4.001 -1.472  0.13
H 5.123 -4.476 -3.815  0.12
H 3.938 -3.201 -3.821  0.11
H 3.676 -5.905 -2.539  0.11
H 2.404 -4.891 -3.196  0.10
H 4.325 -2.581 -0.076  0.11
H 3.407 -2.016 -1.479  0.10
C -0.183 5.034 -3.562  -0.20
C -0.504 3.586 -3.168  -0.24
C -1.969 3.577 -2.845  -0.22
S -2.130 5.016 -1.760  0.65
O -1.687 4.672 -0.434  -0.31
O -3.355 5.694 -1.959  -0.29
C -0.822 5.981 -2.526  -0.21
H -0.641 5.227 -4.533  0.12
H 0.890 5.219 -3.659  0.11
H 0.083 3.238 -2.305  0.11
H -0.198 2.898 -3.961  0.10
H -2.402 2.749 -2.283  0.10
H -2.618 3.803 -3.693  0.11
H -0.246 6.401 -1.718  0.09
H -1.322 6.771 -3.081  0.10

Output
E_tot in a.u.: -6185.42833
Multiplicity: 1
Gap between HOMO and LUMO in Ha: 0.2744
HOMO level in Eh: -0.3393

***

[2]
This record from OMol25 describes 5 unconnected molecules or ions with the total composition C31H58N6O7. The level of theory is ωB97M-V/def2-TZVPD.

Last column: Löwdin charge in e.
Geometry (Å):
C 2.937 3.711 -0.331  -0.10
C 4.365 3.214 -0.111  -0.22
C 4.652 1.878 -0.773  -0.23
O 4.733 2.040 -2.176  -0.13
C 4.172 0.980 -2.921  -0.14
C 2.650 0.884 -2.806  -0.23
N 2.035 0.780 -4.169  0.11
C 0.901 -0.095 -4.061  -0.43
O 0.358 -0.599 -4.997  0.13
C 0.603 -0.254 -2.593  -0.20
C -0.434 -1.294 -2.168  -0.12
C -1.468 -0.647 -1.241  -0.13
C -0.879 -0.206 0.083  -0.21
C -0.031 -1.035 0.828  -0.05
C 0.492 -0.613 2.046  -0.10
C 0.188 0.652 2.546  -0.10
C -0.649 1.489 1.813  -0.07
C -1.167 1.063 0.589  -0.02
C 2.028 -0.300 -2.008  -0.21
C 2.687 -1.663 -2.219  -0.07
C 3.849 -2.068 -1.301  -0.36
O 4.101 -3.464 -1.489  -0.05
C 3.614 -1.790 0.185  -0.23
N 4.871 -1.950 0.921  0.02
H 2.835 4.712 0.090  0.07
H 2.729 3.800 -1.396  0.06
H 2.206 3.061 0.153  0.07
H 5.039 3.929 -0.590  0.11
H 4.599 3.162 0.952  0.11
H 5.609 1.498 -0.389  0.12
H 3.892 1.137 -0.504  0.10
H 4.412 1.174 -3.964  0.13
H 4.641 0.028 -2.666  0.11
H 2.271 1.781 -2.310  0.13
H 1.669 1.691 -4.426  0.14
H 0.202 0.727 -2.305  0.15
H -0.956 -1.636 -3.063  0.12
H 0.028 -2.148 -1.681  0.09
H -1.885 0.234 -1.729  0.10
H -2.307 -1.324 -1.068  0.13
H 0.205 -2.019 0.444  0.11
H 1.141 -1.273 2.608  0.10
H 0.605 0.970 3.492  0.10
H -0.908 2.470 2.186  0.09
H -1.794 1.744 0.036  0.08
H 1.922 -0.009 -0.965  0.12
H 3.033 -1.719 -3.255  0.14
H 1.936 -2.446 -2.108  0.11
H 4.792 -1.604 -1.585  0.13
H 3.332 -3.932 -1.143  0.08
H 2.928 -2.554 0.559  0.12
H 3.178 -0.805 0.349  0.09
H 5.477 -1.154 0.784  0.06
H 4.710 -2.086 1.907  0.06
C -2.875 5.314 -1.913  -0.05
N -3.740 4.205 -1.577  -0.19
C -5.117 4.464 -1.196  -0.04
C -3.313 2.932 -1.588  -0.38
O -3.991 1.963 -1.308  0.01
H -2.782 5.996 -1.065  0.09
H -3.272 5.867 -2.767  0.09
H -1.885 4.942 -2.169  0.08
H -5.293 4.085 -0.188  0.08
H -5.795 3.949 -1.877  0.09
H -5.312 5.533 -1.225  0.09
H -2.251 2.844 -1.885  0.13
C 5.529 -6.040 -3.987  -0.05
N 4.565 -7.055 -3.611  -0.20
C 4.490 -8.293 -4.366  -0.04
C 3.727 -6.881 -2.573  -0.35
O 2.893 -7.689 -2.210  0.01
H 5.350 -5.702 -5.009  0.09
H 6.546 -6.434 -3.921  0.09
H 5.438 -5.188 -3.316  0.07
H 3.496 -8.417 -4.796  0.09
H 4.683 -9.148 -3.716  0.09
H 5.229 -8.270 -5.163  0.08
H 3.872 -5.911 -2.072  0.11
C -5.936 4.520 4.245  -0.06
N -5.020 3.825 3.363  -0.19
C -5.081 2.375 3.259  -0.04
C -4.100 4.465 2.621  -0.36
O -3.318 3.894 1.884  0.00
H -5.801 4.189 5.276  0.09
H -6.970 4.332 3.950  0.09
H -5.748 5.591 4.195  0.08
H -4.123 1.939 3.543  0.09
H -5.292 2.081 2.230  0.10
H -5.864 1.999 3.913  0.08
H -4.119 5.562 2.742  0.13
C -3.814 -2.096 6.567  -0.06
N -5.040 -1.628 5.955  -0.20
C -5.086 -1.421 4.517  -0.03
C -6.151 -1.370 6.672  -0.36
O -7.194 -0.964 6.199  0.01
H -3.000 -1.392 6.385  0.09
H -3.530 -3.070 6.163  0.09
H -3.957 -2.194 7.641  0.08
H -5.335 -0.383 4.299  0.07
H -5.850 -2.055 4.067  0.10
H -4.117 -1.658 4.086  0.09
H -6.024 -1.559 7.751  0.13

Output
E_tot in a.u.: -2071.22342
Structure (SMILES): CCCOC[C@H]1NC(=O)[C@@H](CCc2ccccc2)[C@H]1C[C@H](O)CN.CN(C)C=O.CN(C)C=O.CN(C)C=O.CN(C)C=O
Multiplicity: 1
ΔE to the lowest compared entry with this formula, charge and spin in kcal per mole: 0.0
Gap between HOMO and LUMO in Ha: 0.3471
HOMO level in Eh: -0.3333